[1]
C2H7N2O6S2 | wB97M-V/def2-TZVPD

## Properties
- energy above the lowest of the compared OMol25 structures with the same formula, charge and spin (kcal/mol) = 40.50
- LUMO level (eV) = 3.6
- charge = -1
- electronic energy (eV) = -39123.085

CARTESIAN COORDINATES (ANGSTROEM)
C 2.309 0.994 -0.149
C 0.891 0.761 -0.637
N 2.590 0.094 0.993
N 0.510 0.590 -1.787
O -4.701 0.856 -0.356
O 0.288 1.285 2.062
O -3.738 -1.334 0.605
O -2.680 -0.026 -1.321
O -1.373 1.927 0.332
O -1.173 -0.364 0.863
S -3.102 0.193 0.043
S -0.400 0.918 0.834
H 2.974 0.718 -1.014
H 2.348 1.937 0.293
H 1.951 0.311 1.685
H 2.488 -0.883 0.784
H -0.543 0.602 -1.865
H -3.280 -1.724 1.305
H -4.550 0.838 -1.261

Mulliken population analysis, charges in e, atoms 1 to 6: -0.454, 0.396, -0.715, -0.734, -0.559, -0.709


[2]
C2H7N2OS | wB97M-V/def2-TZVPD

## Properties
- energy above the lowest of the compared OMol25 structures with the same formula, charge and spin (kcal/mol) = 10.32
- LUMO level (eV) = -3.4
- charge = +1
- electronic energy (eV) = -18043.139

CARTESIAN COORDINATES (ANGSTROEM)
C -0.122 -0.428 -0.001
C 1.577 0.187 0.060
N -0.368 -1.695 0.166
N -0.996 0.518 -0.171
O 1.514 1.543 0.016
S -2.725 0.331 -0.045
H 2.012 -0.217 -0.856
H 1.998 -0.261 0.956
H 0.377 -2.369 0.272
H -1.317 -2.050 0.126
H -0.613 1.463 -0.249
H 1.679 1.950 0.875
H -3.015 1.028 -1.149

Mulliken population analysis, charges in e, atoms 1 to 6: 0.614, -0.380, -0.357, -0.292, -0.516, -0.112


[3]
C2H7N2OS | wB97M-V/def2-TZVPD

## Properties
- energy above the lowest of the compared OMol25 structures with the same formula, charge and spin (kcal/mol) = 56.80
- LUMO level (eV) = -3.3
- charge = +1
- electronic energy (eV) = -18041.124

CARTESIAN COORDINATES (ANGSTROEM)
C 0.327 -0.184 0.402
C -0.541 -0.773 -0.999
N 0.886 -1.027 1.238
N 0.245 1.108 0.407
O 0.974 1.954 1.278
S -1.605 0.408 -1.896
H -1.188 -1.706 -0.699
H 0.325 -1.123 -1.455
H 1.030 -1.986 1.083
H 1.612 -0.758 1.892
H -0.577 1.580 -0.177
H 1.253 2.805 0.891
H -2.740 -0.297 -1.966

Mulliken population analysis, charges in e, atoms 1 to 6: 0.484, -0.595, -0.364, 0.006, -0.423, -0.251


[4]
C2H7N2S | wB97M-V/def2-TZVPD

## Properties
- energy above the lowest of the compared OMol25 structures with the same formula, charge and spin (kcal/mol) = 89.89
- LUMO level (eV) = -6.1
- charge = +1
- electronic energy (eV) = -15992.860

CARTESIAN COORDINATES (ANGSTROEM)
C -0.985 -1.081 0.511
C 2.746 -0.117 0.275
N 0.301 -0.860 0.707
N -1.890 -1.098 -0.482
S 1.454 -0.840 -0.392
H -1.550 -0.938 1.527
H 3.444 0.187 -0.394
H 2.889 0.031 1.300
H -0.521 1.573 -0.524
H -0.903 1.249 0.119
H -2.842 -0.950 -0.263
H -1.652 -1.186 -1.473

Mulliken population analysis, charges in e, atoms 1 to 6: 0.031, -0.275, -0.246, -0.240, 0.296, 0.297


[5]
C2H7N3 | wB97M-V/def2-TZVPD

## Properties
- energy above the lowest of the compared OMol25 structures with the same formula, charge and spin (kcal/mol) = 48.64
- LUMO level (alpha / beta) (eV) = 4.1 / 3.9
- charge = -1
- electronic energy (eV) = -6654.129
- multiplicity = 2

CARTESIAN COORDINATES (ANGSTROEM)
C 2.635 -0.137 0.049
N 1.453 -0.288 -0.308
H 3.412 -0.221 -0.728
H 2.888 -0.155 1.126
H 0.861 0.093 0.455
N -1.452 0.595 -0.903
C -1.983 0.168 0.363
N -1.514 -0.844 1.083
H -0.687 -0.016 -1.210
H -1.377 1.566 -1.132
H -2.667 0.939 0.708
H -1.569 -1.701 0.497

Mulliken population analysis, charges in e, atoms 1 to 6: -0.732, -0.338, 0.301, 0.297, 0.243, -0.775


[6]
C2H7N3 | wB97M-V/def2-TZVPD

## Properties
- energy above the lowest of the compared OMol25 structures with the same formula, charge and spin (kcal/mol) = 136.20
- LUMO level (alpha / beta) (eV) = 0.6 / 0.6
- charge = 0
- electronic energy (eV) = -6652.050

CARTESIAN COORDINATES (ANGSTROEM)
N -0.234 1.332 0.362
C 0.939 -1.064 0.045
N 0.943 -0.093 1.011
H -0.362 1.874 1.206
H 0.470 1.621 -0.319
H 1.854 -1.104 -0.544
H 0.545 -2.041 0.325
C -1.126 0.128 -1.240
N -1.379 0.778 -0.137
H 0.299 -0.337 1.764
H -1.999 -0.458 -1.544
H 0.051 -0.636 -0.929

Mulliken population analysis, charges in e, atoms 1 to 6: -0.265, -0.537, -0.399, 0.289, 0.316, 0.304